41
Properties=species:S:1:pos:R:3 method="wB97M-V/def2-TZVPD" e_lumo_ev=0.60 energy_ha=-1639.99372 homo_ev=-8.14 mol_weight_g_mol=324.5 smiles="CCOC(=O)CSc1nc(C(C)C)nc2sc(C)c(C)c12" gap_ev=8.74 charge=0
C 3.78 1.33 0.48
C 3.32 -0.10 0.33
H 2.85 -0.27 -0.65
H 4.14 -0.81 0.43
O 2.35 -0.37 1.34
C 1.89 -1.63 1.40
O 2.34 -2.55 0.77
C 0.90 -1.80 2.53
H 1.43 -1.84 3.48
H 0.33 -2.71 2.38
S -0.24 -0.39 2.66
C -0.62 -0.22 0.97
N 0.01 -1.06 0.16
C -0.19 -1.00 -1.15
N -0.99 -0.12 -1.74
C -1.62 0.72 -0.94
C -1.50 0.75 0.46
C -2.30 1.76 1.07
C -3.00 2.47 0.14
S -2.71 1.94 -1.50
C -3.94 3.60 0.37
H -3.43 4.44 0.85
H -4.76 3.29 1.02
H -4.35 3.95 -0.57
C -2.35 1.99 2.54
H -2.68 1.09 3.05
H -1.35 2.23 2.91
H -3.02 2.81 2.78
C 0.51 -2.02 -2.00
C 1.13 -1.36 -3.23
H 0.35 -0.86 -3.81
H 1.87 -0.62 -2.94
H 1.61 -2.11 -3.85
C -0.50 -3.09 -2.41
H -0.02 -3.85 -3.01
H -0.93 -3.56 -1.53
H -1.30 -2.63 -2.99
H 1.29 -2.48 -1.38
H 2.94 2.01 0.38
H 4.23 1.48 1.46
H 4.52 1.56 -0.29


41
Properties=species:S:1:pos:R:3 method="wB97M-V/def2-TZVPD" e_lumo_ev=0.64 energy_ha=-1317.03029 homo_ev=-8.81 mol_weight_g_mol=308.4 smiles="CS(=O)(=O)Nc1ccccc1C(=O)N[C@H]1C[C@@H]2CC[C@H]1C2" gap_ev=9.45 charge=0
C 4.63 0.11 -1.98
H 4.74 -0.45 -2.90
H 5.59 0.41 -1.60
H 3.98 0.96 -2.11
S 3.87 -0.99 -0.77
O 4.69 -2.15 -0.59
O 3.50 -0.25 0.40
N 2.49 -1.43 -1.62
C 1.62 -2.33 -1.01
C 2.07 -3.62 -0.71
C 1.20 -4.54 -0.17
C -0.12 -4.21 0.06
C -0.57 -2.93 -0.20
C 0.30 -1.97 -0.71
C -0.13 -0.56 -0.91
O 0.37 0.18 -1.77
N -1.08 -0.12 -0.06
H -1.35 -0.71 0.71
C -1.53 1.25 -0.03
H -1.13 1.71 -0.94
C -1.05 2.00 1.23
H -0.03 1.75 1.51
C -2.14 1.65 2.25
H -2.05 2.21 3.18
H -2.22 0.59 2.47
C -3.28 2.17 1.36
H -4.28 2.09 1.76
C -3.06 1.35 0.08
H -3.51 1.83 -0.79
H -3.50 0.36 0.17
C -2.83 3.61 1.09
H -3.26 4.00 0.17
H -3.14 4.26 1.91
C -1.30 3.49 1.01
H -0.90 3.83 0.05
H -0.81 4.08 1.79
H -1.61 -2.69 -0.03
H -0.81 -4.95 0.45
H 1.56 -5.54 0.06
H 3.10 -3.86 -0.91
H 1.96 -0.59 -1.89